Below is 3 unconnected molecules or ions with the total composition C39H55F7N3O9, with properties calculated with the ωB97M-V functional and the def2-TZVPD basis.

Geometry (Å):
C 3.348478 2.805674 -0.833288
C 2.871202 4.118009 -1.112417
C 1.357533 4.480599 -1.231118
O 1.041062 5.067794 -2.242194
O 0.469102 4.157823 -0.210562
C -0.792507 3.666321 -0.732222
C -1.387850 2.620135 0.315980
C -0.652420 1.245190 0.031289
C -1.416220 -0.042374 0.522608
C -0.501860 -1.328302 0.220880
C 0.523249 -1.487707 1.456580
C 1.889933 -1.975612 0.866370
C 2.542197 -3.299374 1.237127
C 1.882285 -4.292992 2.243552
C 0.697742 -5.027004 1.469877
C 1.187817 -5.960981 0.299392
C 1.350845 -5.234037 -1.102803
C 0.560527 -5.906673 -2.291855
C 0.711102 -4.918034 -3.554508
C 1.899777 -5.354416 -4.523940
C 1.313246 -5.708135 -5.968016
C 1.669825 -7.239527 -6.271218
O 0.536050 -8.013229 -5.854380
C 0.891864 -9.097542 -4.978166
C 3.815978 -3.718237 0.628926
C 4.470044 -5.091142 1.036439
O 4.926387 -5.230804 2.189928
O 4.526312 -6.059878 0.161503
C 4.531984 -2.861830 -0.398282
N 5.729010 -3.347579 -0.909015
C 6.202087 -2.474871 -1.840655
C 5.568097 -1.193412 -2.266577
C 6.221809 -0.310978 -3.400895
C 5.406293 -0.663825 -4.742562
C 4.604626 0.561456 -5.329847
N 3.176779 0.605644 -4.874416
N 4.418564 -0.721979 -1.718397
C 3.892629 -1.585872 -0.763760
C 2.601160 -1.178380 -0.119021
F 2.056809 0.043098 -0.494328
H 3.646197 2.076281 -1.639562
H 3.425400 2.475075 0.245160
H 3.625851 4.942504 -1.234508
H -1.505763 4.535025 -0.774246
H -0.640896 3.157658 -1.719378
H -2.488221 2.460689 0.171145
H -1.096082 2.975709 1.338603
H -0.332359 1.142566 -1.050326
H 0.319075 1.281518 0.615725
H -2.386100 -0.128146 -0.036598
H -1.522378 -0.002877 1.639110
H -1.146165 -2.252914 0.104982
H 0.023885 -1.194879 -0.759346
H 0.583061 -0.519636 2.014515
H 0.098858 -2.332243 2.068765
H 2.596095 -4.990699 2.747698
H 1.399681 -3.667828 3.055578
H 0.102539 -5.575822 2.264493
H 0.027827 -4.222335 1.049306
H 2.181007 -6.413723 0.566780
H 0.460255 -6.816421 0.132635
H 2.445735 -5.122920 -1.333578
H 0.939101 -4.189343 -0.982184
H -0.513550 -6.130308 -2.054376
H 1.144466 -6.830113 -2.580123
H -0.260987 -4.740315 -4.084384
H 1.019805 -3.915554 -3.124924
H 2.615840 -4.489126 -4.673116
H 2.521620 -6.191027 -4.101820
H 0.186083 -5.669052 -5.974121
H 1.659381 -5.014024 -6.779176
H 1.833863 -7.293767 -7.396590
H 2.638530 -7.552710 -5.801792
H 1.832547 -8.931673 -4.390814
H 0.929276 -10.038752 -5.610135
H 0.057521 -9.180040 -4.217602
H 7.165637 -2.759307 -2.350635
H 7.308494 -0.574927 -3.476696
H 6.076580 0.775614 -3.136717
H 4.634192 -1.454857 -4.492460
H 6.072592 -1.140779 -5.516251
H 5.128305 1.542837 -5.194170
H 4.550275 0.391622 -6.455823
H 2.701034 1.192763 -5.574383
H 2.739590 -0.313221 -4.989213
C -3.778726 7.392944 3.811092
C -3.310419 5.984950 4.116751
O -4.249941 5.017701 3.619079
C -4.135540 4.702704 2.321789
O -3.322480 5.168739 1.577045
C -5.159979 3.632079 1.943824
F -6.380009 3.887935 2.454408
F -4.796642 2.418562 2.399418
F -5.314046 3.518667 0.617683
H -4.782544 7.551350 4.193757
H -3.108385 8.127460 4.258663
H -3.816312 7.569248 2.734192
H -3.257967 5.841084 5.196905
H -2.311523 5.797318 3.718178
C -9.504033 6.967169 7.807126
C -8.968471 8.278444 8.345015
O -7.541504 8.346430 8.189483
C -7.100334 8.736096 6.986463
O -7.805528 9.019895 6.060748
C -5.573039 8.809501 6.980632
F -5.004615 7.744603 7.575717
F -5.125015 9.897733 7.635516
F -5.067964 8.869275 5.739655
H -8.992314 6.123384 8.274780
H -10.574673 6.881637 7.998354
H -9.336899 6.886005 6.731678
H -9.168309 8.346538 9.414973
H -9.452033 9.135009 7.871618

Forces on atoms 1 to 6 (eV/Å):
-0.554 0.522 0.488
-0.009 -0.243 0.725
1.158 1.120 1.991
0.026 -0.851 0.758
1.072 -0.885 -1.777
-1.853 -0.012 1.167

E_HOMO ... -4.41 eV
Charge ... -1
HOMO-LUMO gap ... 5.58 eV
Total energy ... -3059.3461 hartree

Mulliken population analysis, charges in e, atoms 1 to 5:
1 C -0.513
2 C -0.430
3 C 0.638
4 O -0.513
5 O -0.322


Below is 2 unconnected molecules or ions with the total composition C4H5N3, with properties calculated with the ωB97M-V functional and the def2-TZVPD basis.

Geometry (Å):
N -3.156984 0.797853 -0.063204
C 0.039403 0.455910 0.030522
C 1.160951 1.051864 0.145943
N 2.416514 1.004119 0.204883
C 2.686486 -0.342790 0.078186
N 1.761138 -1.269823 -0.067648
C 0.466563 -0.896249 -0.093439
H -2.835760 0.499570 -0.975823
H -3.688392 0.048385 0.359650
H -2.328129 0.977458 0.490907
H 3.732357 -0.622997 0.105067
H -0.254144 -1.703303 -0.215048

Forces on atoms 1 to 6 (eV/Å):
-0.110 0.227 -0.041
0.469 0.248 0.043
0.092 -0.311 -0.018
-0.447 0.028 -0.016
0.053 -0.240 -0.027
-0.001 0.323 0.034

E_HOMO ... -9.56 eV
Energy relative to the best compared isomer or geometry (same formula, charge and spin) ... 98.9 kcal per mole
HOMO-LUMO gap ... 9.20 eV
Total energy ... -319.5546 hartree

Mulliken population analysis, charges in e, atoms 1 to 5:
1 N -0.703
2 C -0.440
3 C 0.719
4 N -0.472
5 C -0.136


Below is 19 unconnected molecules or ions with the total composition C23H28BrCl54O3, with properties calculated with the ωB97M-V functional and the def2-TZVPD basis.

Geometry (Å):
O -0.489479 -2.108275 0.755609
C -1.177468 -3.240063 0.206880
C -2.719156 -2.938332 0.043947
O -3.079994 -1.873252 0.896945
C -3.400631 -0.696914 0.204946
O -4.766450 -0.370573 0.255187
C -5.538575 -1.439239 -0.321930
C -6.096567 -2.428391 0.763140
Br -6.285231 -4.190574 -0.167939
H -0.722331 -2.128752 1.679981
H -0.740221 -3.421187 -0.784257
H -1.023600 -4.132116 0.839492
H -3.017114 -2.804972 -1.003830
H -3.247426 -3.833205 0.422010
H -2.893781 0.124681 0.738634
H -3.027044 -0.691169 -0.833091
H -6.424643 -0.985785 -0.807450
H -4.958962 -1.968132 -1.119744
H -5.330999 -2.528863 1.557950
C -3.699514 3.117548 -0.934137
Cl -2.700218 2.127833 -2.001762
Cl -3.121625 3.027662 0.731212
Cl -3.725800 4.800498 -1.484816
H -4.713145 2.730754 -0.962618
C 2.263472 -2.897740 -1.875966
Cl 1.218506 -3.897289 -2.894427
Cl 3.373604 -3.909063 -0.950978
Cl 3.137315 -1.717995 -2.866366
H 1.639214 -2.355181 -1.172411
C 0.200531 4.090949 1.961842
Cl 1.644621 3.500626 1.137981
Cl 0.090924 3.406561 3.589356
Cl 0.189213 5.857420 2.023348
H -0.665302 3.764898 1.398294
C -6.419265 4.436302 3.167922
Cl -6.144777 2.863955 2.410523
Cl -5.983099 4.386581 4.878968
Cl -5.505287 5.698135 2.330709
H -7.474040 4.672249 3.092726
C 3.077981 0.824216 4.903726
Cl 2.028551 -0.197853 3.914387
Cl 4.236400 -0.145556 5.826086
Cl 3.930613 2.005258 3.905629
H 2.457103 1.366660 5.606340
C 1.950379 4.347887 -3.171483
Cl 0.300759 3.863679 -2.766560
Cl 1.976781 5.983949 -3.842429
Cl 2.988713 4.241963 -1.747167
H 2.330710 3.666626 -3.922983
C -9.024822 0.731424 1.767108
Cl -8.843747 -0.526901 0.554146
Cl -10.403549 1.786362 1.397644
Cl -9.202879 0.028039 3.379112
H -8.129279 1.337427 1.761101
C -5.371669 3.897522 -4.667527
Cl -6.155956 5.296726 -5.411206
Cl -6.545729 2.611831 -4.367720
Cl -4.048622 3.311505 -5.681413
H -4.957551 4.207613 -3.715962
C -3.654003 1.016893 5.537011
Cl -2.555959 2.265192 4.930309
Cl -4.691668 1.665523 6.816034
Cl -4.620243 0.355457 4.220253
H -3.059284 0.215523 5.957655
C 6.829803 3.979206 -1.127639
Cl 5.566658 3.621940 0.052464
Cl 6.428040 3.261243 -2.689298
Cl 7.064926 5.726239 -1.282614
H 7.756736 3.538618 -0.778149
C -9.216301 4.927687 -1.081549
Cl -8.187070 3.918207 -2.102816
Cl -8.673523 4.856581 0.597537
Cl -9.230487 6.597228 -1.664832
H -10.227554 4.541943 -1.127997
C 1.507073 -4.176147 4.837245
Cl 2.399928 -2.840531 5.571184
Cl 0.667907 -3.648986 3.373336
Cl 2.586834 -5.520824 4.464350
H 0.765592 -4.520673 5.547897
C 3.237999 -7.438397 0.469246
Cl 4.668565 -6.820569 1.304647
Cl 3.006288 -9.157343 0.819705
Cl 1.808391 -6.504399 0.913004
H 3.393370 -7.328281 -0.596426
C 1.170736 -9.590503 5.342142
Cl 1.735537 -8.831944 6.836669
Cl -0.592025 -9.709510 5.333269
Cl 1.741872 -8.693152 3.933244
H 1.578632 -10.592561 5.295713
C 6.734466 0.864596 -6.245855
Cl 5.481066 0.503627 -5.054743
Cl 6.332801 0.146119 -7.809051
Cl 6.965165 2.610655 -6.406090
H 7.664571 0.429734 -5.901132
C 9.685895 5.169627 -5.702393
Cl 8.842512 5.538686 -4.196416
Cl 8.765600 5.760510 -7.090539
Cl 11.313657 5.860425 -5.693955
H 9.774090 4.093159 -5.787814
C 8.295487 0.161951 0.744157
Cl 7.021690 -0.178093 1.917069
Cl 7.902141 -0.542546 -0.827317
Cl 8.550630 1.907262 0.595720
H 9.215460 -0.286048 1.098624
C 5.302048 -5.602204 -4.449006
Cl 6.759003 -6.043872 -5.348816
Cl 5.301277 -6.400327 -2.873796
Cl 5.183370 -3.844518 -4.288560
H 4.442414 -5.950393 -5.008436

Forces on atoms 1 to 6 (eV/Å):
0.337 -0.752 -0.539
-0.480 0.528 -0.498
0.464 -1.462 1.058
0.111 0.044 -1.087
0.015 1.465 0.995
0.536 -0.534 -0.323

E_HOMO ... -2.28 eV
Charge ... -1
HOMO-LUMO gap ... 3.46 eV
Total energy ... -28543.1328 hartree

Mulliken population analysis, charges in e, atoms 1 to 5:
1 O -0.279
2 C 0.051
3 C -0.367
4 O -0.271
5 C -0.439


| no. | strongest force on any atom (eV/Å) |
| --- | --- |
| 1 | 4.19 |
| 2 | 0.53 |
| 3 | 1.86 |